(1)
A molecular structure, C39H44CrGeN3O3PS2 at a distorted geometry. Source: OMol25; level of theory: ωB97M-V/def2-TZVPD.

XYZ file:
```
94
Properties=species:S:1:pos:R:3:forces:R:3:lowdin_spin:R:1
Cr -0.05598 0.16186 0.63889 -0.358 -0.571 1.164 1.061
C 4.02753 1.06218 -0.07318 -0.032 -0.022 -0.006 0.003
C 2.55947 1.06020 0.15310 -0.132 -0.141 0.059 0.018
N 1.83685 -0.00096 0.26778 0.617 0.219 -0.345 -0.005
N 2.36360 -1.25777 0.13258 -0.038 0.113 -0.024 0.000
C 1.37548 -2.11770 0.16880 0.075 -0.103 0.056 -0.001
O 0.11736 -1.76836 0.27291 -0.042 0.343 -0.298 -0.009
C 1.71469 -3.55371 0.08276 0.026 -0.013 0.032 0.000
C 0.71448 -4.51231 -0.04546 -0.092 0.055 -0.105 0.000
C 1.03542 -5.85946 -0.10154 0.006 0.016 0.019 0.000
C 2.36165 -6.25698 -0.03095 0.004 0.013 -0.013 0.000
C 3.36644 -5.30484 0.08942 -0.014 -0.007 0.009 0.000
C 3.04858 -3.96042 0.14626 -0.050 0.011 0.031 0.000
C 1.78320 2.31070 0.32041 0.008 -0.032 0.031 0.005
C 2.34858 3.56400 0.18529 -0.038 -0.049 0.042 0.001
C 1.54939 4.68475 0.37844 -0.032 -0.031 0.003 0.008
C 0.21936 4.51598 0.71166 0.021 -0.038 0.024 -0.001
C -0.28347 3.22726 0.82122 -0.011 0.035 0.005 0.008
N 0.46884 2.14779 0.62210 0.197 0.134 -0.309 -0.008
H 4.38993 0.04092 -0.13026 0.003 -0.004 -0.002 0.000
H 4.52688 1.57955 0.74844 0.009 0.001 0.012 0.001
H 4.27391 1.58813 -0.99715 -0.001 0.001 -0.015 0.001
H -0.31749 -4.19828 -0.13313 0.106 -0.019 -0.054 0.000
H 0.25078 -6.59655 -0.20292 -0.021 -0.018 -0.018 0.000
H 2.61468 -7.30712 -0.07669 0.008 -0.033 0.007 0.000
H 4.40054 -5.61385 0.14235 0.043 -0.017 -0.001 0.000
H 3.82183 -3.21452 0.24963 0.031 0.034 0.010 0.000
H 3.39492 3.66064 -0.06298 0.015 0.018 -0.005 0.000
H 1.96911 5.67534 0.27330 0.007 0.023 0.003 0.000
H -0.43441 5.35852 0.87868 -0.015 0.019 0.006 0.000
H -1.31827 3.05409 1.08412 -0.009 0.002 -0.037 0.000
C -6.56599 -0.34941 -1.79305 0.050 0.014 0.017 0.000
C -5.20786 0.26181 -2.05605 0.027 -0.099 -0.029 0.000
C -5.20261 1.15992 -3.27357 -0.009 0.017 0.004 0.000
O -4.88540 1.01011 -0.83273 0.008 0.060 0.040 -0.001
P -3.50437 1.65386 -0.44346 0.050 -0.097 -0.088 0.000
S -2.52734 2.71588 -1.68726 0.054 -0.005 -0.006 0.002
S -2.33653 0.00528 0.27562 -0.080 -0.030 -0.161 0.004
O -3.83881 2.41767 0.89161 0.019 0.027 0.029 0.000
C -4.58008 1.80008 1.99597 -0.061 -0.056 -0.009 0.000
C -3.71919 1.92004 3.23233 -0.003 0.031 -0.042 0.000
C -5.91743 2.49815 2.09656 0.032 -0.014 0.025 0.000
H -6.85622 -0.97237 -2.63806 -0.003 -0.016 -0.018 0.000
H -7.31156 0.43576 -1.67004 -0.023 0.024 -0.012 0.000
H -6.55508 -0.96238 -0.89374 0.000 -0.025 0.029 0.000
H -4.45194 -0.52314 -2.15757 0.012 0.009 -0.003 0.000
H -5.82285 2.03893 -3.09827 -0.039 0.002 0.006 0.000
H -5.62153 0.60373 -4.11181 -0.005 -0.009 -0.031 0.000
H -4.20211 1.48795 -3.54008 -0.008 -0.002 0.007 0.000
H -4.72778 0.74623 1.74646 -0.010 -0.012 0.003 0.000
H -3.48559 2.96703 3.42803 -0.007 0.023 0.017 0.000
H -2.78965 1.36298 3.11160 0.024 -0.012 -0.008 0.000
H -4.24977 1.51883 4.09532 -0.010 -0.013 0.020 0.000
H -5.77516 3.56800 2.24674 0.009 0.019 0.013 0.000
H -6.47517 2.10120 2.94500 -0.017 -0.009 0.000 0.000
H -6.50338 2.34475 1.19215 0.004 0.006 -0.025 0.000
C -0.01440 0.06108 2.67622 -0.019 0.059 -0.287 -0.059
C 1.24954 -0.56436 3.13930 0.027 0.050 0.024 -0.001
C 1.35796 -1.94792 3.26262 -0.052 -0.014 -0.013 -0.010
C 2.55537 -2.53541 3.63864 0.031 0.038 -0.002 0.001
C 3.66572 -1.74792 3.90527 -0.028 0.004 0.011 -0.011
C 3.56565 -0.36525 3.80602 0.008 -0.027 -0.012 0.001
C 2.36923 0.21835 3.42718 -0.008 0.008 0.001 -0.009
H -0.11851 1.08695 3.03433 -0.077 0.001 0.004 -0.001
H -0.90214 -0.52620 2.92421 0.019 -0.030 -0.010 0.003
H 0.49071 -2.56423 3.05382 0.061 0.034 -0.003 0.000
H 2.62281 -3.61176 3.71771 0.003 -0.053 0.017 0.000
H 4.59814 -2.20498 4.20572 0.033 -0.013 -0.005 -0.001
H 4.42068 0.25675 4.03571 0.023 0.014 0.007 0.000
H 2.29461 1.29899 3.35590 -0.005 0.019 0.011 0.000
Ge -3.18155 -2.13673 0.13494 -0.429 0.286 0.120 0.000
C -2.82617 -2.94425 -1.58274 -0.001 -0.138 0.120 0.000
C -1.59691 -2.99779 -2.23380 0.020 0.106 -0.030 0.000
C -1.49094 -3.61467 -3.47119 0.007 0.016 0.017 0.000
C -2.60893 -4.18011 -4.06772 0.013 -0.008 -0.021 0.000
C -3.83956 -4.12313 -3.43179 -0.030 0.015 0.011 0.000
C -3.95050 -3.50487 -2.19466 0.087 -0.041 -0.009 0.000
C -2.80837 -2.75233 1.93673 0.037 -0.113 -0.102 0.000
C -1.82023 -3.64968 2.32534 0.114 -0.063 -0.141 0.000
C -1.68324 -4.00673 3.65992 -0.042 0.002 0.003 0.000
C -2.52556 -3.46432 4.61816 0.003 -0.004 -0.022 0.000
C -3.51824 -2.57057 4.23977 -0.006 0.011 0.030 0.000
C -3.66299 -2.22420 2.90623 0.038 -0.023 0.003 0.000
H -4.69334 -1.85385 0.13688 0.015 0.041 0.001 0.000
H -0.72642 -2.54101 -1.78474 0.018 -0.024 0.039 0.000
H -0.53159 -3.65325 -3.96949 0.012 0.003 -0.014 0.000
H -2.52134 -4.66125 -5.03267 0.000 -0.004 -0.008 0.000
H -4.71401 -4.55612 -3.89816 -0.014 -0.014 -0.006 0.000
H -4.91752 -3.46389 -1.70668 -0.025 0.005 0.002 0.000
H -1.13750 -4.07323 1.59675 -0.153 0.076 0.152 0.000
H -0.91261 -4.70849 3.94925 0.023 -0.026 0.013 0.000
H -2.41620 -3.74435 5.65654 0.008 -0.001 0.034 0.000
H -4.18705 -2.15471 4.98172 -0.006 0.002 0.007 0.000
H -4.45911 -1.54712 2.61828 -0.020 0.038 0.000 0.000
```
Forces are in eV/Å.

For the highest occupied orbital energy (spin up / spin down), the calculation gives -0.3929 / -0.3884 Eh. The calculation puts the energy above the lowest of the compared OMol25 structures with the same formula, charge and spin at 0.0 kJ/mol. Its largest force on an atom is 1.345 eV/Å. The HOMO-LUMO gap (spin up / spin down) comes out at 6.971 / 6.873 eV. Its spin multiplicity is 2. As for the expectation value of S²: 0.778. The total charge is +1.

***

(2)
7 unconnected molecules or ions with the total composition C39H44FIN9O2S at a distorted geometry. Source: OMol25; level of theory: ωB97M-V/def2-TZVPD.

XYZ file:
```
97
Properties=species:S:1:pos:R:3:forces:R:3:lowdin_charge:R:1
C 4.43787 -1.73828 2.77386 -0.202 0.747 -0.038 -0.169
C 3.63651 -1.46071 4.05933 0.576 -0.470 -0.526 -0.308
C 2.35012 -2.31324 4.18410 0.865 1.057 0.273 -0.684
I 2.91874 -4.35019 3.82749 -0.220 -0.043 0.216 0.990
N 1.30407 -1.70272 3.36760 -0.288 -0.491 0.414 -0.096
C 0.79539 -0.51604 4.05371 -0.048 1.236 0.054 -0.175
C 0.72315 0.75720 3.16296 -0.258 -0.917 0.578 -0.162
C 1.87866 0.88894 2.19715 -0.514 0.464 0.342 -0.195
F 1.50472 1.82554 1.21803 0.107 0.167 -0.190 -0.083
C 0.28716 -2.53602 2.81422 -1.089 -0.408 -1.095 -0.448
N -0.84519 -1.69309 2.36860 0.360 0.492 0.145 0.102
N -0.31386 -3.54026 3.81151 -0.047 1.094 0.391 0.127
C -1.29053 -3.23963 4.44093 -0.020 -0.354 -0.616 -0.801
S -2.68714 -2.89852 5.11217 0.166 -0.115 0.310 0.617
C 0.70755 -3.26503 1.48135 0.940 -2.131 0.831 -0.734
O 0.65362 -4.51348 1.45156 -0.668 0.155 0.309 -0.118
O 1.06420 -2.51959 0.58460 0.255 1.596 -0.871 -0.004
H 5.18580 -2.51216 2.90678 -0.148 -0.248 -0.095 0.036
H 3.74602 -1.97298 1.96337 0.100 -0.267 -0.068 0.061
H 4.97056 -0.83973 2.44992 0.032 0.049 0.121 0.065
H 4.27676 -1.64475 4.92390 -0.081 -0.066 0.116 0.097
H 3.41035 -0.39460 4.06620 -0.373 -0.051 0.178 0.079
H 2.06617 -2.26224 5.23945 -0.225 -0.482 -0.026 0.074
H 1.42335 -0.22857 4.89748 0.312 -0.486 -0.001 0.114
H -0.19591 -0.65042 4.49214 -0.026 -0.292 -0.096 0.103
H -0.24532 0.73334 2.66925 0.164 0.172 -0.427 0.083
H 0.67723 1.58958 3.86181 0.048 0.241 -0.178 0.095
H 2.72154 1.32592 2.73606 0.293 -0.142 -0.217 0.113
H 2.14431 -0.03591 1.69097 -0.055 -0.087 0.022 0.108
H -1.43387 -2.27235 1.77815 -0.055 -0.228 0.185 0.085
H -0.40189 -1.07380 1.69084 -0.075 -0.021 -0.074 0.082
N 5.14869 1.20774 -1.28865 -0.057 0.123 -0.064 0.053
C 5.36608 1.52049 -2.56508 0.077 -0.069 0.050 -0.172
C 4.53155 2.33819 -3.31089 -0.001 -0.046 0.093 -0.084
C 3.40329 2.86064 -2.69677 0.018 0.016 -0.207 -0.082
C 3.15910 2.54724 -1.37186 0.079 -0.008 -0.060 -0.060
C 4.05886 1.72026 -0.71613 0.139 -0.106 0.073 -0.139
H 6.25872 1.08711 -3.00517 -0.012 0.026 -0.052 0.095
H 4.75969 2.55959 -4.34533 0.014 -0.023 -0.002 0.093
H 2.72334 3.50297 -3.23920 -0.016 0.042 0.070 0.075
H 2.29294 2.93084 -0.85619 0.018 -0.047 0.069 0.069
H 3.90768 1.44955 0.32160 -0.084 0.021 -0.005 0.089
N 0.99484 5.18494 -2.58473 -0.273 0.121 0.028 0.062
C 0.66384 6.19783 -3.38654 0.182 -0.091 0.031 -0.168
C -0.53862 6.88230 -3.30977 -0.104 0.044 0.265 -0.093
C -1.45335 6.49161 -2.34577 -0.009 -0.009 0.035 -0.080
C -1.13107 5.44001 -1.50250 -0.019 0.029 -0.038 -0.069
C 0.10022 4.82427 -1.66196 0.164 -0.086 -0.015 -0.138
H 1.40668 6.46872 -4.12894 -0.066 0.064 -0.047 0.101
H -0.74990 7.69434 -3.98570 0.048 -0.021 -0.057 0.081
H -2.40573 6.99912 -2.25310 0.006 0.002 0.005 0.102
H -1.81758 5.10309 -0.73782 0.029 -0.032 0.010 0.102
H 0.39319 3.99959 -1.02205 -0.089 -0.003 0.039 0.094
N 2.24082 -9.08774 -0.42890 -0.106 0.064 0.021 0.038
C 1.17013 -9.73873 -0.88445 0.122 -0.032 -0.007 -0.187
C -0.11912 -9.23410 -0.82819 0.012 0.022 0.007 -0.093
C -0.30609 -7.98206 -0.26060 -0.091 -0.108 -0.087 -0.079
C 0.78676 -7.28666 0.22120 -0.070 0.179 0.118 -0.045
C 2.03520 -7.88298 0.11040 0.071 -0.200 -0.079 -0.139
H 1.36664 -10.71535 -1.31632 -0.062 -0.008 -0.015 0.091
H -0.95188 -9.80611 -1.21772 0.025 -0.030 -0.003 0.090
H -1.29651 -7.54737 -0.19388 -0.002 -0.010 0.034 0.087
H 0.66636 -6.30304 0.66951 0.169 -0.033 -0.050 0.065
H 2.92304 -7.37509 0.46965 -0.046 0.071 0.023 0.104
N -0.37071 7.06152 -6.34654 -0.035 0.008 -0.399 0.054
C -0.68380 7.93500 -7.30325 0.053 0.026 0.112 -0.148
C -1.19205 7.57346 -8.54102 -0.001 -0.014 0.011 -0.077
C -1.38338 6.22672 -8.80298 -0.031 -0.031 -0.070 -0.083
C -1.06270 5.30298 -7.82269 -0.006 0.045 -0.022 -0.065
C -0.56340 5.77135 -6.61688 0.069 0.002 0.176 -0.140
H -0.51504 8.97785 -7.05556 -0.020 0.018 -0.063 0.103
H -1.43079 8.32725 -9.27888 0.009 0.017 0.015 0.099
H -1.77725 5.90193 -9.75782 0.002 0.001 0.005 0.104
H -1.19638 4.24270 -7.98667 0.011 -0.006 0.031 0.104
H -0.30205 5.08429 -5.81856 -0.025 -0.043 -0.029 0.104
N -5.13292 -3.47418 -0.53583 0.067 -0.100 -0.040 0.048
C -5.76640 -4.54732 -1.00678 -0.053 0.108 0.035 -0.172
C -5.12818 -5.72507 -1.36287 0.008 0.042 0.017 -0.084
C -3.75120 -5.79026 -1.22439 0.048 -0.063 -0.024 -0.084
C -3.07169 -4.68618 -0.73854 0.103 -0.026 -0.008 -0.054
C -3.80818 -3.55796 -0.40892 -0.123 0.085 0.030 -0.146
H -6.84304 -4.44869 -1.10052 -0.007 -0.062 -0.018 0.096
H -5.69499 -6.56672 -1.73814 -0.021 0.014 0.003 0.095
H -3.21270 -6.69059 -1.49335 0.004 0.009 -0.006 0.094
H -1.99525 -4.69732 -0.61799 -0.002 0.043 0.058 0.108
H -3.32004 -2.67036 -0.02213 0.064 -0.027 -0.015 0.099
N -1.86528 2.04204 4.67136 -0.196 0.095 0.098 0.068
C -2.86192 1.29140 4.20253 0.217 -0.188 -0.088 -0.136
C -4.20038 1.64206 4.30466 -0.006 0.078 0.039 -0.066
C -4.52058 2.83475 4.93095 -0.067 0.010 0.000 -0.090
C -3.49698 3.62712 5.42661 -0.010 -0.013 -0.016 -0.084
C -2.19221 3.18612 5.26940 0.090 -0.049 -0.021 -0.155
H -2.56253 0.36234 3.72357 -0.047 -0.024 0.009 0.091
H -4.96850 0.99494 3.90411 0.029 -0.032 -0.005 0.103
H -5.55381 3.14355 5.03212 0.004 -0.001 0.002 0.101
H -3.70474 4.56563 5.92296 0.023 0.004 0.002 0.095
H -1.35830 3.77496 5.63783 -0.042 0.044 0.028 0.101
```
Forces are in eV/Å.

For the highest occupied orbital energy, the calculation gives -0.1973 Eh. Its largest force on an atom is 2.473 eV/Å. The HOMO-LUMO gap comes out at 7.234 eV. The total charge is -1.